ORCA calculation (wB97M-V/def2-TZVPD) on a molecular structure, C14F42Li2N7O28S14 in a non-equilibrium geometry.

For the gap between HOMO and LUMO, the calculation gives 0.2809 hartree. The molar mass is 1974.9 g/mol. The calculation puts the LUMO energy at 7.3117 eV. Its energy relative to the best compared isomer or geometry (same formula, charge and spin) is 160.57 kcal per mole.

```
! wB97M-V def2-TZVPD RIJCOSX def2/J DEFGRID3
* xyz -5 1
S 7.77558 -0.78472 -2.97170
S -0.43893 0.59963 4.76585
S -3.14279 0.59758 -0.04592
S -4.64914 -4.83374 -3.15333
S -5.02899 -4.52466 -0.67855
S -3.32422 5.10558 0.97439
S 5.31201 -0.67351 -2.07768
S 5.74509 -6.66090 4.05785
S -0.26746 5.31545 -3.21178
S -1.73165 3.22322 -3.91663
S 3.47776 -5.42937 4.41638
S -5.36604 5.33196 -0.55818
S 1.03399 2.38929 3.71004
S -1.11242 -0.56752 -1.03959
F 2.23166 4.80931 -2.55593
F 4.18408 -0.73551 0.28194
F -1.30480 -1.93531 4.05809
F -3.20333 1.74812 2.38375
F 3.06623 0.57761 -1.24990
F -3.82009 4.79917 -4.73750
F 9.78343 -2.51336 -2.43508
F 6.07404 -7.55211 1.62599
F 0.77377 -2.42236 -1.28908
F 2.35789 3.81676 1.90787
F 1.15609 -1.05567 0.28089
F -2.92569 7.62288 0.28796
F 5.97994 -9.17384 3.10235
F -6.23051 4.45450 -2.88597
F -3.16436 3.08521 -6.14506
F -5.54370 -2.35422 0.85130
F 7.88062 -7.99788 2.97910
F 0.72099 -1.49184 3.74690
F 5.01220 1.14919 -0.28832
F -2.03766 4.89485 -5.95892
F -4.88002 -4.08841 1.90006
F 8.26638 -3.21891 -3.67476
F 4.71372 -3.60262 2.80638
F 0.23284 4.45502 2.22278
F -0.49517 -2.49358 0.49790
F -7.34809 6.24511 -2.09501
F -2.67330 7.15202 2.37986
F 2.87117 -4.37697 1.99444
F -2.03295 -4.46973 -2.26917
F -1.07446 6.56073 0.92897
F 0.66870 2.65241 1.05576
F 2.79102 -2.89123 3.57580
F 1.02217 5.21632 -0.82385
F -5.29688 6.42598 -2.84942
F -2.24101 -5.85866 -4.01259
F -5.11153 1.04814 1.76340
F 0.70413 3.32841 -1.85111
F -3.75107 -0.50907 2.39747
F 7.86834 -3.03029 -1.56161
F 0.04216 -1.83885 5.74229
F -3.33723 -2.98640 0.99815
F -2.33528 -3.75796 -4.11211
O 2.43862 2.11257 4.08096
O -0.56782 6.68140 -2.64749
O 0.38248 5.48305 -4.50028
O 6.40280 -5.45447 3.60031
O 0.33788 0.92832 6.00615
O 4.97131 0.22573 -3.22788
O 8.82914 0.19298 -3.02078
O -2.34372 4.08900 0.99308
O -5.29470 -4.18909 -4.30863
O -4.36866 4.91084 1.99374
O -0.39253 0.38688 -1.88706
O 3.98116 -4.87244 5.63104
O -1.89025 0.90361 4.79356
O -3.11832 1.88559 -0.64818
O -4.04216 -5.59300 -0.63007
O -5.70461 6.55149 0.17932
O 4.89225 -2.05116 -2.14122
O 2.04388 -5.77285 4.56087
O -1.99449 -1.47881 -1.76966
O 6.16828 -7.14128 5.38858
O -6.43478 -4.82366 -0.57742
O -0.46166 2.79728 -4.53616
O -5.11249 -6.23071 -2.85972
O -5.87398 4.05118 -0.12218
O 7.05288 -0.92588 -4.21466
O -4.00023 -0.34205 -0.75168
O 0.29907 3.29504 4.66513
O -2.55164 2.17675 -3.30372
N -4.92309 -3.56959 -1.97783
N 4.21201 -6.73816 3.64523
N -1.75611 4.39040 -2.91172
N 6.82045 -0.51421 -1.52058
N -1.64814 -0.00741 0.28438
N -3.71934 5.08947 -0.84375
N 0.24130 1.13243 3.22554
C 3.47273 -3.94771 3.10039
C -6.15208 5.61696 -2.25081
C 1.12446 3.44190 2.06226
C -4.68464 -3.42555 0.86055
C -0.31572 -1.26582 4.60522
C -2.71228 -4.78333 -3.43225
C 4.26406 0.16255 -0.76596
C 6.49623 -7.97425 2.81921
C 1.02729 4.59460 -2.02788
C -3.81144 0.71353 1.79458
C 0.18323 -1.77588 -0.30342
C -2.40719 6.77587 1.11875
C -2.83355 4.06937 -5.26425
C 8.49319 -2.53362 -2.63395
Li -2.47702 3.66915 -1.26213
Li -0.41927 0.30774 1.68731
*
```